# C32H32F3N7NdO5P

A molecular structure, C32H32F3N7NdO5P at a distorted geometry (the ωB97M-V functional and the def2-TZVPD basis, the Open Molecules 2025 dataset).

**Largest force on an atom**: 0.06440 hartree/bohr
**Charge**: +2
**Gap between HOMO and LUMO (alpha / beta)**: 8.76 / 8.78 eV
**Multiplicity**: 4
**ΔE to the lowest compared entry with this formula, charge and spin**: 15.8 kJ/mol
**M**: 826.9 g mol⁻¹

Positions of all 81 atoms, in Å:
Nd -0.720 0.177 0.547
C -0.673 -4.788 0.686
N -1.615 -3.900 0.040
C -2.602 -4.377 -0.753
C -3.485 -3.548 -1.365
C -3.332 -2.148 -1.145
N -2.321 -1.696 -0.389
C -1.484 -2.544 0.230
O -0.595 -2.083 0.975
N -4.142 -1.248 -1.686
H -1.197 -5.576 1.223
H -0.089 -4.190 1.382
H -0.007 -5.227 -0.057
H -2.640 -5.451 -0.865
H -4.274 -3.926 -1.990
H -4.952 -1.516 -2.219
H -3.982 -0.272 -1.464
N 0.939 -1.715 11.456
C 0.712 -1.465 10.363
C 0.451 -1.118 9.013
C -0.491 -0.128 8.729
C -0.684 0.270 7.424
C 0.051 -0.326 6.404
C 0.959 -1.344 6.674
C 1.156 -1.743 7.983
N -0.098 0.194 5.099
C -0.106 1.533 4.833
C -0.266 1.662 3.487
N -0.368 0.412 2.922
C -0.251 -0.444 3.927
H -1.052 0.331 9.527
H -1.404 1.036 7.185
H 1.527 -1.799 5.878
H 1.868 -2.520 8.218
H 0.012 2.268 5.602
H -0.338 2.558 2.894
H -0.287 -1.514 3.823
F -4.834 1.012 1.180
C -3.597 1.196 1.597
F -3.583 1.856 2.741
F -3.087 -0.079 1.903
C -2.563 1.708 0.549
O -1.666 2.430 0.979
O -2.579 1.100 -0.535
C -0.954 -0.204 -3.461
P 0.178 -0.418 -2.030
C 1.502 0.779 -2.472
C 1.142 2.127 -2.408
C 2.072 3.109 -2.697
C 3.367 2.758 -3.053
C 3.730 1.423 -3.107
C 2.806 0.432 -2.806
C 0.961 -2.044 -2.304
C 1.853 -2.481 -1.322
C 2.528 -3.678 -1.483
C 2.298 -4.468 -2.600
C 1.378 -4.061 -3.552
C 0.713 -2.853 -3.409
H -1.733 -0.965 -3.418
H -0.401 -0.274 -4.398
H -1.420 0.780 -3.388
H 0.126 2.400 -2.134
H 1.784 4.148 -2.667
H 4.089 3.524 -3.293
H 4.733 1.152 -3.398
H 3.101 -0.606 -2.847
H 2.021 -1.873 -0.440
H 3.239 -3.998 -0.737
H 2.837 -5.396 -2.729
H 1.196 -4.676 -4.420
H 0.009 -2.550 -4.169
N 2.763 3.481 0.877
C 3.178 2.070 1.017
C 1.880 1.251 0.767
O 1.827 0.035 0.918
O 0.909 1.973 0.401
H 2.794 3.999 1.758
H 1.723 3.304 0.563
H 3.269 4.001 0.158
H 3.582 1.843 2.002
H 3.910 1.788 0.261

Löwdin population analysis, charges in e, atoms 1 to 2:
1 Nd 1.87
2 C 0.02

# C32H32F6IN2O10P2

A molecular structure, C32H32F6IN2O10P2 at a distorted geometry (the ωB97M-V functional and the def2-TZVPD basis, the Open Molecules 2025 dataset).

**Largest force on an atom**: 0.10838 hartree/bohr
**Charge**: -1
**Gap between HOMO and LUMO**: 4.05 eV
**Multiplicity**: 1
**M**: 907.5 g mol⁻¹

Positions of all 85 atoms, in Å:
C 2.047 -6.089 1.566
P 3.220 -5.369 0.218
I 4.805 -4.444 -1.482
C 4.082 -7.088 0.267
C 5.486 -7.206 -0.470
O 5.611 -7.803 -1.577
F 6.753 -6.767 0.079
C 2.193 -3.751 0.401
C 2.818 -2.369 -0.049
O 2.472 -1.934 -1.409
C 1.985 -1.255 0.859
N 2.284 0.114 0.333
P 4.533 -4.531 1.776
N 5.539 -5.536 2.517
C 2.149 -5.911 -1.281
F 2.892 -6.701 -2.258
F 1.802 -4.781 -2.142
C 0.796 -6.699 -1.061
F 0.885 -8.023 -0.563
F 0.292 -6.926 -2.411
F -0.290 -5.950 -0.491
H 2.000 -7.234 1.586
H 1.034 -5.574 1.643
H 2.579 -5.819 2.566
H 4.255 -7.472 1.349
H 3.430 -7.947 -0.161
H 1.090 -3.847 0.052
H 2.044 -3.637 1.551
H 3.891 -2.137 0.239
H 1.494 -1.828 -1.460
H 0.882 -1.461 0.603
H 2.220 -1.383 1.970
H 3.271 0.197 0.032
H 1.648 0.351 -0.457
H 5.383 -3.515 1.174
H 3.829 -3.822 2.838
H 5.349 -5.554 3.528
C -3.281 2.430 -1.193
C -2.300 1.527 -1.161
C -0.934 1.894 -0.736
O -0.037 1.071 -0.708
C -0.696 3.300 -0.345
C -1.677 4.203 -0.376
C -3.043 3.835 -0.802
O -3.942 4.660 -0.830
H -4.284 2.179 -1.501
H -2.457 0.493 -1.444
H 0.311 3.552 -0.034
H -1.520 5.237 -0.094
C -8.110 6.487 2.411
C -7.026 6.359 3.178
C -5.706 6.039 2.593
O -4.717 5.920 3.293
C -5.634 5.868 1.126
C -6.718 5.996 0.360
C -8.037 6.316 0.944
O -9.027 6.435 0.245
H -9.084 6.721 2.823
H -7.062 6.482 4.254
H -4.661 5.635 0.714
H -6.682 5.873 -0.716
C -1.782 3.005 -5.908
C -2.290 2.652 -4.727
C -3.689 2.189 -4.602
O -4.155 1.869 -3.523
C -4.500 2.131 -5.837
C -3.992 2.483 -7.018
C -2.593 2.946 -7.143
O -2.128 3.266 -8.220
H -0.760 3.347 -6.018
H -1.709 2.689 -3.814
H -5.522 1.789 -5.727
H -4.572 2.447 -7.931
C 2.415 1.462 3.400
C 3.252 1.152 4.392
C 4.006 2.197 5.115
O 4.771 1.916 6.019
C 3.795 3.601 4.698
C 2.958 3.911 3.707
C 2.205 2.865 2.984
O 1.440 3.148 2.080
H 1.857 0.709 2.859
H 3.418 0.130 4.709
H 4.354 4.354 5.239
H 2.793 4.933 3.389

Löwdin population analysis, charges in e, atoms 1 to 2:
1 C -0.27
2 P 0.19

# C32H32HfNOP2

A molecular structure, C32H32HfNOP2 at a distorted geometry (the ωB97M-V functional and the def2-TZVPD basis, the Open Molecules 2025 dataset).

**Largest force on an atom**: 0.09938 hartree/bohr
**Charge**: +3
**Gap between HOMO and LUMO (alpha / beta)**: 3.16 / 3.15 eV
**Multiplicity**: 1
**M**: 687.1 g mol⁻¹

Positions of all 69 atoms, in Å:
Hf 0.103 -0.021 -1.753
C 0.847 2.973 -0.909
P -0.360 2.785 -2.345
C 0.497 1.572 -3.342
C 1.696 0.832 -2.979
C 1.727 -0.624 -3.247
C 0.684 -1.146 -4.090
C -0.112 -0.226 -4.841
C -0.046 1.148 -4.615
C 0.026 4.418 -3.193
C 1.258 4.424 -3.788
C 1.531 5.506 -4.623
C 0.640 6.518 -4.714
C -0.426 6.731 -3.820
C -0.668 5.634 -2.964
C 1.460 1.858 -0.063
C 2.262 2.077 1.100
C 2.269 0.899 1.872
C 1.487 -0.035 1.183
C 1.298 -1.457 1.692
P -0.407 -1.825 2.282
C -0.620 -3.539 2.116
C 0.062 -4.412 1.246
C -0.216 -5.777 1.255
C -1.179 -6.284 2.114
C -1.908 -5.442 2.960
C -1.560 -4.102 3.017
C -0.170 -1.504 4.071
C -1.073 -0.565 4.588
C -1.035 -0.201 5.979
C -0.134 -0.894 6.743
C 0.948 -1.533 6.190
C 0.963 -1.846 4.795
N 1.105 0.517 -0.034
H 0.252 3.552 -0.177
H 1.592 3.665 -1.268
H 2.610 1.319 -2.670
H 2.539 -1.213 -2.915
H 0.522 -2.228 -4.158
H -0.870 -0.593 -5.590
H -0.560 1.842 -5.288
H 1.864 3.548 -3.723
H 2.514 5.565 -5.079
H 0.776 7.279 -5.454
H -0.897 7.697 -3.750
H -1.385 5.685 -2.127
H 2.769 3.026 1.303
H 2.649 0.853 2.863
H 2.087 -1.598 2.484
H 1.583 -2.114 0.812
H 0.893 -4.046 0.684
H 0.411 -6.381 0.574
H -1.511 -7.294 2.051
H -2.681 -5.876 3.582
H -2.010 -3.497 3.793
H -1.633 0.065 3.914
H -1.545 0.747 6.380
H -0.126 -0.778 7.788
H 1.775 -1.691 6.845
H 1.723 -2.530 4.347
C -3.344 -1.236 -1.612
C -2.586 -1.433 -0.302
O -1.231 -0.933 -0.400
H -4.312 -1.748 -1.641
H -2.766 -1.631 -2.480
H -3.652 -0.181 -1.706
H -2.481 -2.534 -0.069
H -3.024 -0.839 0.554
H -0.890 -0.928 0.548

Löwdin population analysis, charges in e, atoms 1 to 2:
1 Hf 1.79
2 C -0.26

# C32H32N4O4

6 unconnected molecules or ions with the total composition C32H32N4O4 at a distorted geometry (the ωB97M-V functional and the def2-TZVPD basis, the Open Molecules 2025 dataset).

**Largest force on an atom**: 0.21382 hartree/bohr
**Charge**: 0
**Gap between HOMO and LUMO**: 8.09 eV
**Multiplicity**: 1
**ΔE to the lowest compared entry with this formula, charge and spin**: 1102.5 kJ/mol
**M**: 536.6 g mol⁻¹

Positions of all 72 atoms, in Å:
N -5.151 -0.810 3.275
C -3.930 -0.215 3.272
C -3.625 0.827 2.341
C -4.511 1.145 1.282
C -5.769 0.368 1.395
C -6.084 -0.567 2.367
H -3.017 -0.464 3.934
H -2.598 1.252 2.419
H -4.423 1.883 0.580
H -6.609 0.491 0.709
H -7.074 -0.893 2.533
N 3.481 1.044 -3.165
C 2.008 1.192 -3.369
C 1.268 0.840 -4.444
C 2.034 0.311 -5.470
C 3.472 0.194 -5.460
C 4.013 0.598 -4.282
H 1.448 1.662 -2.492
H 0.151 0.872 -4.601
H 1.569 -0.108 -6.329
H 3.884 -0.428 -6.264
H 5.097 0.642 -4.073
N 0.461 1.903 4.687
C -0.169 3.028 4.763
C -0.855 3.450 5.898
C -0.825 2.663 7.099
C -0.099 1.452 7.023
C 0.549 1.106 5.832
H -0.282 3.586 3.866
H -1.532 4.298 5.900
H -1.265 2.910 7.883
H 0.007 0.960 7.879
H 1.146 0.118 5.628
N 7.935 1.252 -0.046
C 6.764 0.994 -0.436
C 5.821 0.003 0.142
C 6.411 -0.784 1.218
C 7.707 -0.483 1.614
C 8.464 0.471 0.957
H 6.285 1.260 -1.331
H 4.910 -0.199 -0.062
H 5.895 -1.338 2.056
H 8.034 -1.003 2.608
H 9.435 0.807 1.299
C -4.719 -2.180 -4.705
C -3.229 -2.669 -4.699
C -2.158 -1.955 -4.112
C -2.445 -0.769 -3.490
C -3.799 -0.244 -3.417
C -4.842 -0.936 -3.976
O -6.128 -0.345 -3.924
O -0.858 -2.436 -4.104
H -5.280 -2.760 -5.283
H -3.010 -3.556 -5.203
H -1.737 -0.154 -3.057
H -3.995 0.708 -2.801
H -6.814 -0.589 -4.417
H -0.816 -2.986 -4.842
C -0.219 -0.908 2.056
C -1.258 -1.651 1.110
C -0.992 -1.836 -0.226
C 0.154 -1.210 -0.672
C 1.084 -0.542 0.176
C 0.928 -0.528 1.619
O 1.853 0.118 2.244
O -1.916 -2.424 -0.970
H -0.490 -1.083 3.179
H -1.953 -2.204 1.650
H 0.516 -1.172 -1.625
H 2.012 0.089 -0.206
H 1.439 0.336 3.023
H -1.758 -2.405 -1.961

Löwdin population analysis, charges in e, atoms 1 to 2:
1 N 0.03
2 C -0.15